{"formula": "C22H20N2O", "method": "the ωB97M-V functional and the def2-TZVPD basis", "fmax_ha_per_bohr": 0.03281, "e_lumo_ev": -1.85, "charge": 0, "e_homo_ha": -0.2190, "orbital_gap_ev": 4.11, "de_lowest_kcal_mol": 54.3, "species": ["N", "C", "O", "C", "C", "C", "C", "H", "H", "H", "H", "C", "C", "N", "C", "C", "C", "C", "C", "C", "C", "C", "C", "C", "C", "C", "C", "C", "C", "H", "H", "H", "H", "H", "H", "H", "H", "H", "H", "H", "H", "H", "H", "H", "H"], "positions_angstrom": [[1.400, 1.807, -1.571], [1.239, 3.148, -1.920], [0.138, 3.702, -1.740], [2.392, 3.857, -2.470], [3.607, 3.234, -2.577], [3.728, 1.889, -2.189], [2.580, 1.238, -1.698], [2.209, 4.891, -2.753], [4.464, 3.780, -2.964], [4.666, 1.344, -2.262], [2.660, 0.187, -1.400], [-1.370, -0.669, -3.462], [-1.075, -1.435, -2.245], [-0.891, -2.769, -2.301], [-0.603, -3.290, -1.047], [-0.595, -2.220, -0.124], [-0.199, -2.502, 1.183], [0.076, -3.834, 1.538], [0.104, -4.862, 0.577], [-0.222, -4.586, -0.753], [-0.909, -0.997, -0.900], [-0.935, 0.333, -0.493], [-1.176, 0.761, 0.848], [-1.989, 0.032, 1.763], [-1.980, 0.357, 3.114], [-1.191, 1.419, 3.585], [-1.096, 1.692, 5.054], [-0.505, 2.228, 2.664], [-0.548, 1.944, 1.312], [-1.592, 0.366, -3.194], [-0.515, -0.672, -4.157], [-2.234, -1.108, -3.985], [-0.963, -3.327, -3.143], [-0.111, -1.697, 1.909], [0.291, -4.080, 2.580], [0.392, -5.871, 0.864], [-0.183, -5.323, -1.551], [-0.663, 1.095, -1.233], [-2.610, -0.786, 1.390], [-2.570, -0.230, 3.823], [-0.485, 2.577, 5.248], [-2.086, 1.856, 5.493], [-0.651, 0.847, 5.592], [0.065, 3.088, 3.022], [-0.063, 2.585, 0.572]], "lowdin_charge": [0.0560, -0.5505, -0.0908, -0.0441, -0.1372, -0.1403, -0.2175, 0.0941, 0.0925, 0.0722, 0.0859, 0.0139, -0.1902, 0.1621, -0.1944, -0.0900, -0.0093, -0.0670, -0.0769, -0.0164, -0.0780, 0.1113, -0.1886, -0.0275, -0.0368, -0.2549, -0.0495, -0.0127, 0.0308, 0.0946, 0.1111, 0.1006, 0.1797, 0.1096, 0.1059, 0.1051, 0.1135, 0.1005, 0.1260, 0.1208, 0.0788, 0.0876, 0.0889, 0.1216, 0.1093]}